(1)
Computed, not measured: C3H8O2Zn as an isolated structure at a distorted geometry, with ωB97M-V/def2-TZVPD.

For the energy above the lowest of the compared OMol25 structures with the same formula, charge and spin, the calculation gives 44.0 kcal per mole. The LUMO energy (alpha / beta) is -7.0 / -7.1 eV. The highest occupied orbital energy (alpha / beta) is -0.46418 / -0.52778 Ha. As for the spin multiplicity: 2. Its charge is +1. The value obtained for the HOMO-LUMO gap (alpha / beta) is 0.207 / 0.267 Eh. The value obtained for the total energy is -55741.5507 eV.

Last column: natural (NBO) charge in e.
Atoms and positions in Å:
H (3.013, 1.278, -0.972)  0.024
O (0.841, 1.411, -1.183)  -0.927
C (0.228, 0.196, -1.551)  -0.119
C (-1.219, 0.159, -1.079)  -0.107
O (-1.833, 1.402, -1.460)  -0.685
C (-3.241, 1.451, -1.246)  -0.258
Zn (-0.491, 2.750, -1.394)  1.624
H (0.764, -0.651, -1.095)  0.218
H (0.262, 0.057, -2.643)  0.176
H (-1.284, 0.066, 0.017)  0.201
H (-1.765, -0.671, -1.548)  0.221
H (-3.587, 2.445, -1.547)  0.207
H (-3.731, 0.684, -1.860)  0.217
H (-3.465, 1.282, -0.184)  0.208


(2)
Computed, not measured: a 3-piece molecular cluster, C3H8O3 overall, with ωB97M-V/def2-TZVPD.

For the energy above the lowest of the compared OMol25 structures with the same formula, charge and spin, the calculation gives 74.6 kcal per mole. The LUMO energy is 0.2 eV. The highest occupied orbital energy is -0.37650 Ha. Its structure (SMILES) is [H][H].O=CCO.C=O. The value obtained for the HOMO-LUMO gap is 0.385 Eh. The value obtained for the total energy is -9380.5690 eV.

Last column: natural (NBO) charge in e.
Atoms and positions in Å:
H (0.978, 2.401, 1.163)  -0.002
H (0.236, 2.399, 1.148)  -0.002
O (-1.292, 1.044, 0.148)  -0.527
C (-1.143, 0.155, -0.657)  0.403
C (-1.078, -1.286, -0.204)  -0.176
O (-0.812, -1.375, 1.164)  -0.706
H (-1.075, 0.363, -1.742)  0.130
H (-2.051, -1.737, -0.469)  0.199
H (-0.311, -1.833, -0.767)  0.192
H (-1.057, -0.514, 1.542)  0.489
C (1.900, 0.088, -0.328)  0.262
O (2.600, 1.030, -0.061)  -0.486
H (1.653, -0.171, -1.382)  0.094
H (1.451, -0.564, 0.446)  0.130